# 1
Below is 2 unconnected molecules or ions with the total composition C5H7N, with properties calculated with ωB97M-V with the def2-TZVPD basis set.

Last column: natural (NBO) charge in e.
Positions of all 13 atoms, in Å:
C1 1.83383 -0.75690 -0.80665  -0.514
C2 1.54457 0.36801 -0.21086  0.097
C3 1.22178 1.47860 0.39241  -0.489
N1 -1.74888 0.44300 1.02530  -0.300
C4 -1.64774 -0.80352 0.95400  0.049
C5 -1.87691 -0.21212 -0.34299  -0.329
H1 2.57391 -0.80496 -1.59955  0.226
H2 1.73822 1.80329 1.29159  0.228
H3 0.40239 2.09517 0.03143  0.233
H4 -1.46663 -1.65274 1.60323  0.209
H5 1.34114 -1.68232 -0.51750  0.219
H6 -2.86938 -0.21128 -0.78866  0.181
H7 -1.04629 -0.06422 -1.03174  0.189

Cartesian forces, eV/Å:
-0.01 0.12 0.08
0.00 0.08 0.04
0.05 -0.16 -0.09
0.01 -0.57 0.16
0.00 0.41 0.22
-0.04 0.03 -0.45
-0.08 0.03 0.08
-0.04 -0.07 -0.13
0.12 -0.10 0.03
-0.05 0.15 -0.08
0.05 0.12 -0.02
0.10 -0.03 0.07
-0.12 -0.01 0.10

Results
energy above the lowest of the compared OMol25 structures with the same formula, charge and spin	97.1	kcal per mole
calculated total energy	-249.318482	Eh
Kohn-Sham gap	10.92	eV
HOMO level	-0.362	hartree
SMILES string	C1=NC1.C=C=C

=====

# 2
Below is a single C2H3N3OS molecule in a non-equilibrium geometry, with properties calculated with ωB97M-V with the def2-TZVPD basis set.

Last column: natural (NBO) charge in e.
Positions of all 10 atoms, in Å:
C1 0.37268 -0.30774 0.02008  0.618
C2 -2.10439 -0.07755 -0.07741  0.017
N1 -0.76022 -0.09447 -0.09994  -0.248
N2 -2.68201 1.16198 0.07702  -0.114
N3 1.63083 -0.60125 0.04540  -0.771
O1 -2.05885 2.29087 -0.00408  -0.478
S1 -2.95486 -1.48777 -0.00419  -0.262
H1 -3.70030 1.30422 0.31566  0.393
H2 1.92324 -0.17648 0.90836  0.425
H3 2.06949 -0.36852 -0.80543  0.420

Cartesian forces, eV/Å:
-3.09 0.00 -0.67
-1.50 0.78 0.60
0.98 0.56 0.05
0.07 1.65 0.06
-0.19 -0.02 1.26
0.08 -0.82 0.01
-0.60 -1.07 -0.08
1.34 -1.24 -0.49
1.61 -0.13 0.16
1.32 0.28 -0.90

Results
energy above the lowest of the compared OMol25 structures with the same formula, charge and spin	99.4	kcal per mole
calculated total energy	-715.537898	Eh
Kohn-Sham gap (spin up / spin down)	6.44 / 7.04	eV
HOMO level (spin up / spin down)	-0.246 / -0.275	hartree

=====

# 3
Below is a molecular structure, C26H16ClMoN3O6S, with properties calculated with ωB97M-V with the def2-TZVPD basis set.

Last column: Mulliken charge in e.
Positions of all 54 atoms, in Å:
Mo1 -0.06234 0.06588 0.40899  1.534
Cl1 6.48680 3.59670 -0.45346  -0.140
C1 5.09930 2.60247 -0.31276  0.051
C2 5.21747 1.21863 -0.48185  -0.826
C3 4.12442 0.37568 -0.37563  -0.824
C4 2.87887 0.91430 -0.08892  0.792
O1 1.81095 0.09239 0.06475  -0.156
C5 2.75201 2.29883 0.06891  0.754
C6 1.46596 2.83125 0.31351  -0.077
O2 0.41926 2.15145 0.37692  -0.577
C7 3.86650 3.14597 -0.04027  -0.929
H1 6.19428 0.80623 -0.69857  0.454
H2 4.25852 -0.68728 -0.51320  0.464
H3 1.32516 3.90938 0.42681  0.478
H4 3.74680 4.21464 0.08647  0.479
C8 -4.24848 -1.76293 0.56153  -1.129
C9 -3.14447 -0.90544 0.58378  -0.480
N1 -1.90164 -1.33823 0.37801  0.455
C10 -1.71540 -2.66804 0.20164  -0.011
C11 -2.75964 -3.59304 0.16817  0.787
C12 -4.06648 -3.10104 0.33908  -0.514
C13 -2.45474 -4.98091 -0.02045  -0.891
C14 -1.17510 -5.39494 -0.13711  -0.980
C15 -0.09266 -4.45671 -0.07660  0.842
C16 1.25852 -4.83702 -0.13865  -0.595
C17 2.22439 -3.87184 -0.03233  -0.888
C18 1.85088 -2.53476 0.10755  -0.225
N2 0.58482 -2.13441 0.14982  0.363
C19 -0.37559 -3.09685 0.07344  -0.018
H5 -5.22836 -1.33639 0.72166  0.475
H6 -3.29062 0.14153 0.79461  0.876
H7 -4.90613 -3.78415 0.31026  0.494
H8 -3.27391 -5.68709 -0.05134  0.465
H9 -0.93748 -6.44299 -0.26232  0.449
H10 1.51896 -5.88189 -0.25250  0.493
H11 3.27654 -4.11593 -0.05329  0.480
H12 2.60027 -1.77246 0.19474  0.317
O3 -5.19811 1.56843 -2.57880  -0.593
S1 -3.97002 2.28704 -2.57201  1.238
O4 -3.86340 3.64598 -2.96696  -0.590
N3 -3.30145 2.12192 -1.01958  -0.624
C20 -2.26262 1.40382 -1.08454  0.242
O5 -1.59980 1.11373 0.05677  -0.514
C21 -1.83912 0.87079 -2.39150  0.964
C22 -0.77830 0.04808 -2.71266  0.051
C23 -0.57836 -0.32324 -4.03521  -1.352
C24 -1.45711 0.13530 -5.01276  -0.474
C25 -2.53932 0.95246 -4.69437  -0.695
C26 -2.71067 1.30461 -3.37383  -0.502
H13 -0.09979 -0.32006 -1.93947  1.492
H14 0.24858 -0.96193 -4.31190  0.502
H15 -1.29906 -0.15346 -6.04301  0.444
H16 -3.21963 1.29336 -5.46330  0.484
O6 -0.09115 0.00857 2.01621  -0.312

Cartesian forces, eV/Å:
-0.18 -0.30 0.16
-0.01 0.01 0.01
0.01 -0.04 -0.01
0.03 0.03 0.00
-0.02 0.02 -0.01
0.09 0.02 0.05
-0.18 0.05 -0.48
-0.02 -0.02 0.04
-0.08 -0.02 -0.10
0.04 0.05 0.18
-0.04 0.03 0.00
-0.01 -0.02 0.00
-0.02 -0.01 -0.02
0.08 0.01 0.01
0.01 0.00 0.00
0.02 0.10 0.02
-0.01 -0.14 0.13
0.12 0.19 -0.05
-0.07 0.00 -0.11
0.04 0.00 -0.01
-0.01 -0.04 0.00
-0.01 0.01 0.01
0.01 0.00 0.01
-0.03 0.02 -0.01
-0.02 -0.03 0.01
0.02 0.08 0.01
-0.04 -0.11 0.02
-0.05 0.20 -0.16
0.05 -0.06 0.02
-0.01 -0.02 0.00
-0.01 -0.01 -0.03
-0.01 0.02 0.00
0.01 -0.01 -0.01
-0.02 0.00 -0.01
0.02 0.01 -0.01
0.00 -0.02 0.00
0.04 0.02 0.02
0.01 0.04 -0.01
0.02 -0.04 0.00
-0.03 -0.04 0.01
0.02 -0.03 -0.07
-0.24 0.20 0.11
0.26 -0.14 -0.62
0.04 -0.04 -0.08
-0.05 0.09 0.20
-0.06 0.03 -0.01
0.04 -0.03 -0.02
-0.07 0.03 -0.05
0.08 -0.01 0.09
0.24 -0.17 -0.21
0.01 0.00 0.01
0.01 0.00 0.00
-0.01 0.01 0.01
0.00 0.09 0.92

Results
total charge	+2
energy above the lowest of the compared OMol25 structures with the same formula, charge and spin	7.1	kcal per mole
calculated total energy	-2542.167179	Eh
Kohn-Sham gap	6.53	eV
HOMO level	-0.546	hartree

=====

# 4
Below is a single CH3PS molecule in a non-equilibrium geometry, with properties calculated with ωB97M-V with the def2-TZVPD basis set.

Last column: natural (NBO) charge in e.
Positions of all 6 atoms, in Å:
C1 -0.37262 0.43357 -0.36229  -0.800
P1 0.48567 -1.13539 0.00378  0.470
S1 1.41584 0.73189 0.13561  -0.110
H1 -0.52010 0.52426 -1.49326  0.252
H2 -1.15041 0.72034 0.41705  0.253
H3 0.14163 -1.27468 1.29911  -0.064

Cartesian forces, eV/Å:
0.13 -0.08 -0.09
0.64 -0.39 -1.74
-1.02 0.22 -0.28
-0.20 0.31 1.99
1.05 -0.01 -1.55
-0.60 -0.05 1.67

Results
energy above the lowest of the compared OMol25 structures with the same formula, charge and spin	4.4	kcal per mole
calculated total energy	-779.407260	Eh
Kohn-Sham gap	9.64	eV
HOMO level	-0.328	hartree
SMILES string	C1PS1